(1)
Entry from OMol25: the molecule C3H2ClNO in a non-equilibrium geometry (ωB97M-V with the def2-TZVPD basis set).

The frontier orbital gap (spin up / spin down) is 7.80 / 7.80 eV. The relative energy (zero: lowest compared OMol25 entry of this formula, charge and spin) is 636.7 kJ/mol. The value obtained for the HOMO energy (spin up / spin down) is -8.651 / -8.652 eV. As for the spin multiplicity: 1. The value obtained for the largest force on an atom is 0.1083 Eh/bohr.

Element x y z (Å)
Cl: -2.49 1.32 -0.27
C: -0.98 0.71 -0.04
O: -1.30 -1.21 1.24
C: 0.86 -0.51 0.14
C: 1.10 0.53 -0.65
H: 1.81 0.86 -1.32
H: 1.57 -1.30 0.39
N: -0.57 -0.40 0.50

(2)
Entry from OMol25: a structure of composition C6H18N4 in a non-equilibrium geometry (ωB97M-V with the def2-TZVPD basis set).

The frontier orbital gap (spin up / spin down) is 7.67 / 6.89 eV. The relative energy (zero: lowest compared OMol25 entry of this formula, charge and spin) is 664.8 kJ/mol. The value obtained for the HOMO energy (spin up / spin down) is -7.060 / -6.245 eV. As for the spin multiplicity: 1. The value obtained for the largest force on an atom is 0.0497 Eh/bohr.

Element x y z (Å)
H: -1.08 -1.81 2.71
N: -1.21 -1.51 0.63
H: 0.66 2.24 -2.10
N: 1.66 -0.53 0.03
H: 1.51 -1.18 -1.81
H: -0.14 -2.70 -0.68
H: -0.24 -0.03 2.01
C: -0.02 1.40 -2.24
H: -0.89 -0.14 -0.84
H: 2.35 -0.67 0.76
H: 0.53 -2.76 0.95
H: 0.45 0.62 -2.83
C: -1.17 -1.05 1.91
C: -0.54 0.90 -0.93
H: 1.73 0.88 2.12
H: -1.01 -3.58 0.60
N: 2.24 -0.81 -1.21
H: 2.65 0.02 -1.63
C: -0.43 -2.67 0.38
H: -1.77 1.46 0.74
H: -0.86 1.77 -2.84
C: 0.91 1.11 1.44
H: -2.02 -0.43 2.17
C: -1.45 1.86 -0.21
H: 0.48 2.09 1.58
H: -0.99 2.84 -0.08
N: 1.02 0.72 0.17
H: -2.36 1.97 -0.81

(3)
Entry from OMol25: a cluster of 2 separate species, CF4NO in total in a non-equilibrium geometry (ωB97M-V with the def2-TZVPD basis set).

The frontier orbital gap (spin up / spin down) is 11.05 / 8.98 eV. The relative energy (zero: lowest compared OMol25 entry of this formula, charge and spin) is 506.1 kJ/mol. The value obtained for the HOMO energy (spin up / spin down) is -20.056 / -18.016 eV. As for the spin multiplicity: 1. The value obtained for the largest force on an atom is 0.0496 Eh/bohr. As for the net charge: +1.

Element x y z (Å)
O: 1.79 0.24 1.22
F: -1.34 0.18 -0.25
F: 0.10 1.34 -1.45
N: -0.34 -0.55 0.16
F: 0.06 -1.36 -0.84
C: 0.91 0.34 0.50
F: -0.80 -1.33 1.06

(4)
Entry from OMol25: a cluster of 2 separate species, C4H11NS in total in a non-equilibrium geometry (ωB97M-V with the def2-TZVPD basis set).

The frontier orbital gap is 8.89 eV. As for the SMILES: C=NC.CCS. The relative energy (zero: lowest compared OMol25 entry of this formula, charge and spin) is 162.7 kJ/mol. The value obtained for the HOMO energy is -8.303 eV. As for the spin multiplicity: 1. The value obtained for the largest force on an atom is 0.0300 Eh/bohr.

Element x y z (Å)
H: -0.83 -2.82 0.46
H: 1.25 -1.09 1.90
H: 0.62 -2.12 -0.27
C: 0.19 -2.49 0.65
H: 1.85 1.32 -0.12
C: -0.66 1.53 -2.18
H: 0.78 -3.35 0.98
S: -0.76 0.06 1.21
H: -0.18 -1.76 2.66
H: -1.17 0.80 -2.81
C: 1.38 1.57 -1.07
H: 1.65 2.50 -1.60
C: 0.21 -1.39 1.71
N: 0.44 0.84 -1.47
H: -0.21 0.18 -0.09
H: -0.29 2.35 -2.80
H: -1.36 1.87 -1.41

(5)
Entry from OMol25: a structure of composition C35H35Cl3GeN2NaO2Te (ωB97M-V with the def2-TZVPD basis set).

The frontier orbital gap (spin up / spin down) is 6.76 / 6.28 eV. The relative energy (zero: lowest compared OMol25 entry of this formula, charge and spin) is 0.0 kJ/mol. The value obtained for the HOMO energy (spin up / spin down) is -7.721 / -7.716 eV. As for the spin multiplicity: 2. The value obtained for the largest force on an atom is 0.0154 Eh/bohr.

Element x y z (Å)
C: 0.42 4.45 3.69
C: -2.64 0.17 -0.35
H: -2.47 -2.27 2.99
H: -1.27 0.48 2.81
H: -3.29 -3.99 0.36
C: 0.39 0.88 -4.88
C: -2.02 -1.48 1.06
H: -1.68 -4.06 -0.35
Cl: 2.41 -2.23 0.57
C: 0.62 -3.06 -3.09
C: 1.93 -0.11 4.07
Na: 0.47 -0.85 -0.40
H: 2.06 -1.67 7.61
C: 0.29 -1.77 -3.71
C: -2.11 -0.11 0.94
H: -3.60 -2.18 -2.74
Cl: 2.57 0.49 -1.23
O: -0.88 5.53 -4.32
H: -2.51 2.31 -0.38
H: -0.40 4.75 4.33
C: 1.65 2.68 2.59
C: 0.84 -0.72 6.13
C: 3.13 -0.62 4.57
H: 0.15 -1.78 -4.79
H: -4.14 1.66 -0.49
C: 1.14 -4.08 -3.89
H: 1.95 -6.07 -3.88
H: -0.70 1.31 -1.71
C: 0.60 3.10 3.40
H: 1.27 -3.92 -4.95
C: 2.52 3.64 2.07
H: 1.14 6.44 3.38
H: -0.06 -0.76 6.73
H: -1.32 1.78 1.62
H: -3.08 1.59 -1.90
C: 2.03 -1.23 6.62
C: -0.26 3.18 -4.51
H: 0.51 2.45 -6.35
H: -1.10 5.21 -3.44
H: -2.62 -0.78 -3.17
C: 0.03 0.55 -3.57
H: 1.61 -6.32 -1.42
Cl: 5.43 -0.62 0.28
C: 3.17 -1.19 5.84
H: 3.02 5.72 1.94
C: -1.86 0.91 2.01
C: -0.60 2.86 -3.19
O: -0.05 4.80 -6.22
H: 4.11 -1.59 6.22
C: 2.34 4.98 2.34
C: 1.34 -5.41 -1.93
Ge: 3.92 -1.44 -1.10
C: 0.23 2.18 -5.34
H: -2.80 1.28 2.44
N: 0.45 -3.19 -1.77
H: -0.96 3.60 -2.49
H: 3.34 3.31 1.45
C: 1.29 5.39 3.15
C: -3.10 1.50 -0.81
C: 1.52 -5.27 -3.29
H: -4.27 -0.56 -2.57
H: 4.03 -0.58 3.97
Te: 2.00 0.64 2.08
C: -0.37 4.55 -5.10
C: -1.65 -2.26 2.27
C: -0.45 1.56 -2.73
H: -3.08 -3.78 -1.38
H: -1.42 -3.30 2.03
C: 0.79 -0.18 4.85
C: 0.79 -4.35 -1.22
C: -3.36 -1.16 -2.46
H: -0.10 2.38 3.80
H: 0.65 -4.42 -0.15
N: 0.20 -0.72 -3.01
C: -2.49 -2.09 -0.21
H: -0.16 0.19 4.48
H: 0.81 0.13 -5.54
H: -0.78 -1.83 2.78
C: -2.64 -3.56 -0.41
C: -2.84 -1.08 -1.06

(6)
Entry from OMol25: a structure of composition C20H26ClN4O4PbS (ωB97M-V with the def2-TZVPD basis set).

The frontier orbital gap is 6.22 eV. The relative energy (zero: lowest compared OMol25 entry of this formula, charge and spin) is 21.7 kJ/mol. The value obtained for the HOMO energy is -3.550 eV. As for the spin multiplicity: 1. The value obtained for the largest force on an atom is 0.0156 Eh/bohr. As for the net charge: -1.

Element x y z (Å)
H: -2.39 1.08 -1.79
H: 1.40 3.55 -0.35
H: -2.27 2.30 -3.08
C: 0.26 2.41 -3.10
C: -3.09 -2.36 -3.53
O: -1.60 2.55 0.16
H: 0.27 3.47 -2.80
C: 0.01 2.74 1.91
C: -2.17 -1.01 -5.27
C: 1.90 3.14 0.53
C: -1.86 1.97 -2.12
H: -0.47 1.89 2.39
C: -3.23 -1.77 -4.77
H: 0.37 3.45 2.67
C: -1.94 -2.19 -2.75
C: -1.86 -2.92 -1.50
H: 5.42 0.10 3.77
N: 0.16 -4.03 2.46
C: 5.46 0.21 1.63
C: 4.93 -0.32 0.46
H: -4.14 -1.91 -5.34
C: -1.02 -0.84 -4.55
H: -0.67 -3.95 3.03
H: -0.11 2.34 -4.13
H: -1.77 3.90 1.72
S: 1.63 -3.11 0.47
C: -2.05 3.06 -1.07
H: 5.28 0.03 -0.51
O: -0.51 1.62 -2.23
H: 1.27 2.02 -3.06
H: 2.18 3.96 1.20
H: -0.19 -0.27 -4.93
H: -2.58 -3.72 -1.35
C: 3.45 -1.80 1.73
N: -0.99 -2.71 -0.59
O: 1.10 2.19 1.19
H: -3.11 3.35 -1.02
N: 2.47 -2.72 1.86
C: 4.04 -1.27 2.91
Pb: 0.41 -0.69 -0.24
N: -1.05 -3.52 0.53
H: -0.54 4.29 0.50
H: -1.48 3.96 -1.35
C: -0.86 -1.38 -3.24
H: 3.57 -1.71 -0.43
H: 3.70 -1.65 3.86
C: 3.95 -1.29 0.50
O: 0.22 -1.16 -2.58
H: -3.89 -2.98 -3.13
C: 5.01 -0.29 2.85
H: -2.26 -0.55 -6.25
C: -1.01 3.46 1.05
H: 6.23 0.97 1.58
Cl: -1.25 -0.59 1.81
H: 2.79 2.61 0.20
C: 0.04 -3.55 1.20
H: 1.03 -3.70 2.88

- Among the records above, which one has the lowest largest force on an atom?
  C35H35Cl3GeN2NaO2Te

- What is the relative energy (zero: lowest compared OMol25 entry of this formula, charge and spin) in the first record?
  636.7 kJ/mol

- What is the formula in the fifth record?
  C35H35Cl3GeN2NaO2Te